No. 1
ORCA calculation (the ωB97M-V functional and the def2-TZVPD basis) on an isolated molecule of C4H4Cl2O2 in a non-equilibrium geometry.

Results
frontier orbital gap: 9.77 eV
E_LUMO: -0.265 eV
2S+1: 1
strongest force on any atom: 8.12 eV/Å

Cartesian coordinates (Å):
O: 1.79405 1.18921 0.07403
H: -0.56810 -1.86877 0.68417
H: 2.13865 0.35752 -0.10707
C: 0.45245 1.34079 -0.15818
H: -1.67266 1.30300 -0.82885
O: -0.20818 2.33864 -0.60234
Cl: -2.81432 -0.79937 -0.22310
C: -1.43279 0.33666 -0.42548
H: 0.84042 -0.97499 1.58755
Cl: 1.36360 -1.94645 -0.66337
C: 0.30173 -1.24905 0.59603
C: -0.19484 -0.02717 0.06661

---

No. 2
ORCA calculation (the ωB97M-V functional and the def2-TZVPD basis) on C42H49ClIN2OP2RhSi2Te as an isolated structure.

Results
<S²>: 6.05
total charge: +2
frontier orbital gap (spin up / spin down): 6.33 / 5.48 eV
E_LUMO (spin up / spin down): -5.309 / -7.445 eV
2S+1: 5
strongest force on any atom: 0.94 eV/Å

Cartesian coordinates (Å):
H: -5.40406 -4.69986 0.00237
N: -3.38776 -2.03028 -0.18457
C: -0.03858 -4.59674 -1.09053
N: 1.69337 -2.49330 -0.24913
H: -2.81575 4.09615 -4.56018
C: -0.64339 -4.43517 3.84661
H: 1.58224 2.10731 2.65537
H: 2.68892 5.61355 3.34607
C: 1.53585 -4.49037 2.12547
Rh: -1.15394 -1.25231 -0.09982
C: 0.41748 -6.84461 -1.82431
H: -1.35443 3.21098 -4.98634
C: 0.10505 4.14948 0.72542
H: 3.15368 4.16077 -0.69508
H: 2.39819 -4.47792 1.46894
H: -2.17435 2.89303 -3.45332
C: -0.24966 -0.14065 2.14700
C: -0.37763 -6.64094 -2.94657
C: -4.79634 1.33926 -0.70312
H: 0.65898 5.37115 -5.33299
H: 0.90351 -7.79876 -1.67110
H: -1.32754 -3.44673 -2.36882
H: 2.67031 -1.81140 2.52776
C: 3.26378 1.14537 -0.66107
H: -0.50701 -7.43921 -3.66529
H: 6.59137 1.49785 -0.16916
C: 2.34553 -2.79296 -1.53952
H: 4.03371 -1.76407 0.88140
H: 1.18808 -6.00904 -0.01648
C: 3.05281 4.86606 0.13286
C: 4.52522 1.72550 -0.69230
C: 0.96738 -0.73029 1.78605
H: 0.64068 -5.41871 5.25312
C: -1.00845 -5.42238 -3.14276
H: -1.15835 6.95555 -1.91496
C: 0.06383 6.00530 -4.67333
H: -0.25380 -0.79053 5.47043
C: 5.42211 -0.19903 0.43155
C: 1.64562 -5.02491 3.39833
H: -1.48881 -4.40251 4.52131
C: -5.13332 -3.66017 -0.11342
H: 2.58265 -5.45769 3.72333
C: -6.14183 1.04800 -0.75046
H: -1.63583 0.29453 3.72878
H: -2.67908 6.47120 -2.65342
H: -0.55480 3.79102 1.51994
H: 4.67096 2.69016 -1.16141
Si: -0.82590 5.00442 -3.39074
C: -1.76337 6.09043 -2.19662
H: -0.24400 5.13285 0.39939
C: -3.80543 0.29722 -0.56666
P: 1.37703 -0.79901 0.00147
Te: -0.19366 2.85103 -0.88354
H: -0.83786 0.43264 1.42881
H: 1.74128 -2.48590 -2.40136
C: 1.73506 -1.33278 2.78410
Si: 1.88593 4.26709 1.45406
H: -7.13560 -2.95322 -0.37176
H: -0.64936 6.54920 -5.29681
Cl: -8.26005 -0.56087 -0.75585
C: 3.06373 -0.09900 -0.07393
H: 3.26058 2.63873 2.67968
H: -1.63049 -5.26568 -4.01390
H: 2.60369 1.90087 1.22514
C: 1.73174 5.50184 2.83205
C: -6.59145 -0.26455 -0.65692
C: 1.30223 -1.34773 4.09746
C: 2.36682 2.57343 2.05501
C: -4.31086 -1.08030 -0.40068
H: -1.67955 -3.42708 2.26343
H: -6.87324 1.83608 -0.86655
H: 1.22425 4.80532 -1.90814
C: -1.89044 3.67986 -4.15755
H: 0.99253 5.19863 3.57571
H: -2.04800 5.57461 -1.27492
C: -6.08689 -2.69636 -0.32130
I: -4.16508 3.29452 -0.81581
H: 0.72792 6.74177 -4.21700
C: -0.83934 -4.40410 -2.21512
H: 2.43135 1.66482 -1.12473
C: -0.69196 -0.16775 3.46821
H: 2.52902 -3.86230 -1.61479
C: 0.33033 -3.93469 1.69775
C: -0.75192 -3.89968 2.57042
H: 1.44648 6.48519 2.45268
C: -5.68030 -1.35845 -0.46555
H: 1.91117 -1.81826 4.85830
C: 0.58486 -5.83079 -0.89655
H: 3.30400 -2.28168 -1.58990
C: -3.78973 -3.28145 -0.04428
H: 4.04585 4.98148 0.57511
O: -2.58654 0.53413 -0.57857
H: 1.11073 3.46492 -3.07760
C: 5.60491 1.05488 -0.14004
C: 0.54620 4.10048 -2.39073
H: -3.01364 -4.01951 0.12419
C: 0.55328 -5.00116 4.25878
P: 0.13793 -3.21058 0.04925
C: 4.16298 -0.77406 0.46179
H: 6.26714 -0.73186 0.84716
C: 0.08265 -0.77070 4.44229
H: 2.76632 5.84133 -0.26704

---

No. 3
ORCA calculation (the ωB97M-V functional and the def2-TZVPD basis) on C29H27F6N9SSbScTe as an isolated structure.

Results
<S²>: 0.75
total charge: +3
frontier orbital gap (spin up / spin down): 6.66 / 4.95 eV
E_LUMO (spin up / spin down): -8.731 / -10.432 eV
2S+1: 2
strongest force on any atom: 0.60 eV/Å

Cartesian coordinates (Å):
H: -2.43969 1.84168 -1.55812
N: 3.86145 1.46881 3.61571
C: 1.65670 4.98433 -0.04862
C: 2.27393 3.75890 -3.93968
H: 1.78196 0.54529 -4.55236
H: 3.18636 1.70042 0.34405
N: 1.77655 1.30311 1.80242
H: 2.48646 5.46918 -0.54179
C: -4.27380 0.92444 1.58080
C: 0.58897 -4.88392 -3.83766
C: -0.78784 -3.49189 -6.28925
N: 2.12830 2.40904 -3.67996
C: -2.01945 0.71624 2.73932
C: 1.88793 4.42106 -2.84058
H: 2.53406 1.76125 -5.60804
H: -3.54432 0.28876 4.18546
F: 0.36392 -2.65435 -1.33662
C: 1.64746 2.22621 -2.44212
N: -2.90860 -0.81938 8.94988
H: 2.48484 1.02634 5.07146
H: -4.27726 -2.04667 8.03493
C: -2.96926 1.57621 -0.65134
C: 3.01771 1.57226 1.40518
C: -1.58115 0.25834 5.05499
H: -3.57578 -1.48409 5.73175
N: -0.70603 0.88282 2.49659
C: 1.08987 3.84058 -0.58922
C: -2.48684 0.40372 3.99754
C: -3.47692 -1.33628 7.86636
C: -0.22865 0.48984 4.79179
H: -4.82016 0.66228 2.47761
H: 1.46563 -4.65185 -4.43950
F: -1.40914 -3.78468 0.21857
F: -0.41524 -2.37062 2.32043
H: -0.42894 5.25302 2.59419
C: -1.43764 0.42643 7.53757
C: -1.91487 0.04636 8.78380
Sb: 0.00169 -2.62994 0.52579
H: 1.80104 5.47596 -2.65753
Te: -0.86601 -3.40211 -4.18437
H: 0.16559 -5.84074 -4.14304
F: -1.15382 -1.02767 0.16227
H: -4.95326 1.78272 -1.47285
Sc: -0.00257 0.77558 0.42322
C: -0.40608 3.70279 1.12481
C: -2.04190 -0.10969 6.40456
H: 1.56492 6.39194 1.56492
C: -2.88502 0.96581 1.56111
F: 1.15007 -1.01723 0.70445
C: 2.51240 1.34692 -4.60488
H: -1.45417 -2.73872 -6.69968
H: -1.24174 3.17842 1.56171
H: 0.82190 -4.88221 -2.77776
H: 0.49270 0.39181 5.58967
H: 3.49611 0.96077 -4.34376
C: -3.09010 -1.00883 6.57441
C: 4.05976 1.65976 2.32067
N: 1.50072 3.46317 -1.89825
H: 5.06803 1.88235 1.99505
C: 1.56942 1.09565 3.11501
C: 1.13864 5.49871 1.12794
C: 2.62757 1.18418 4.01032
H: -0.63915 1.15400 7.46886
N: -2.24193 1.28862 0.42462
C: -4.35725 1.54089 -0.60210
S: 1.37932 0.67149 -1.77694
H: 0.24085 -3.32647 -6.60640
N: -4.99984 1.20655 0.50717
F: 1.41612 -3.76987 0.82637
H: -1.10970 -4.48786 -6.59438
N: 0.11898 3.14681 0.01449
C: 0.17259 0.80142 3.50916
H: -1.47869 0.45757 9.68618
C: 0.05192 4.86453 1.70798
H: 2.62449 4.12364 -4.88913

---

no.,electronic energy (Eh),M (g/mol)
1,-1225.6167,155.0
2,-4212.2911,1108.9
3,-3879.9088,942.0